1.
This record from the Open Molecules 2025 dataset describes a structure of composition C55H70AsN8NaSSi4. The level of theory is ωB97M-V with the def2-TZVPD basis set.

```
! RIJCOSX wB97M-V def2-TZVPD def2/J DEFGRID3
* xyz -2 1
Na -0.179 -0.174 0.915
C 5.126 -3.254 2.162
C 4.307 -3.668 3.209
C 2.950 -3.382 3.196
C 2.402 -2.676 2.133
C 3.213 -2.267 1.086
C 4.571 -2.557 1.098
N 1.027 -2.255 2.100
N 0.277 -3.054 2.665
C -1.115 -2.706 2.761
C -1.787 -3.512 3.691
C -3.140 -3.326 3.913
C -3.802 -2.338 3.180
C -3.094 -1.557 2.275
C -1.718 -1.697 2.000
H 6.186 -3.472 2.177
H 4.731 -4.209 4.046
H 2.298 -3.678 4.008
H 2.753 -1.753 0.246
H 5.192 -2.244 0.269
H -1.229 -4.258 4.251
H -3.671 -3.936 4.634
H -4.873 -2.198 3.311
H -3.663 -0.808 1.721
S -0.023 0.995 3.738
C -1.515 1.347 4.557
C -1.657 1.184 5.953
C -2.783 1.619 6.625
C -3.829 2.236 5.937
C -3.737 2.361 4.560
C -2.624 1.888 3.865
As -2.391 2.015 1.932
C -1.736 3.884 1.888
C -1.158 4.441 3.030
C -0.550 5.689 2.986
C -0.506 6.411 1.799
C -1.066 5.866 0.653
C -1.661 4.609 0.699
C -4.310 2.278 1.437
C -4.741 3.111 0.406
C -6.067 3.123 -0.017
C -6.998 2.281 0.574
C -6.583 1.429 1.591
C -5.261 1.429 2.013
H -0.835 0.729 6.491
H -2.847 1.489 7.701
H -4.701 2.605 6.463
H -4.549 2.834 4.022
H -1.166 3.884 3.958
H -0.095 6.091 3.883
H -0.021 7.380 1.765
H -1.020 6.402 -0.288
H -2.028 4.183 -0.226
H -4.045 3.769 -0.096
H -6.366 3.790 -0.817
H -8.031 2.289 0.248
H -7.292 0.756 2.060
H -4.960 0.749 2.802
C -0.744 4.076 -2.755
C -2.008 3.791 -3.226
C -2.643 2.644 -2.778
C -1.996 1.808 -1.871
N -0.779 2.091 -1.401
C -0.185 3.198 -1.839
C -2.644 0.510 -1.472
C -4.015 0.330 -1.590
C -4.538 -0.935 -1.366
C -3.681 -1.970 -1.052
C -2.331 -1.682 -0.907
N -1.827 -0.466 -1.090
H -0.198 4.953 -3.077
H -2.491 4.441 -3.945
H -3.619 2.375 -3.157
H 0.796 3.408 -1.431
H -4.668 1.158 -1.833
H -5.607 -1.101 -1.434
H -4.042 -2.976 -0.880
H -1.622 -2.451 -0.625
C 2.785 1.398 0.001
N 2.181 1.497 1.333
C 3.170 1.064 2.326
N 4.398 1.879 2.264
C 4.942 1.777 0.905
N 3.996 2.227 -0.121
C 3.626 3.612 0.184
N 3.042 3.769 1.518
C 1.849 2.902 1.606
C 4.020 3.277 2.494
H 2.061 1.711 -0.750
H 3.048 0.359 -0.205
H 3.426 0.019 2.152
H 2.724 1.156 3.317
H 5.206 0.736 0.706
H 5.846 2.388 0.842
H 2.901 3.956 -0.559
H 4.519 4.239 0.113
H 1.098 3.249 0.895
H 1.420 2.966 2.605
H 3.592 3.367 3.494
H 4.918 3.898 2.434
C 4.447 -3.759 -2.219
Si 3.510 -2.361 -3.108
C 3.992 -2.620 -4.928
C 4.437 -0.764 -2.645
Si 1.274 -2.185 -2.454
Si 0.358 -1.415 -4.455
C -1.528 -1.165 -4.448
C 0.634 -2.398 -6.056
C 1.081 0.302 -4.801
Si 0.698 -4.443 -2.451
C 1.063 -5.207 -0.765
C -1.162 -4.725 -2.752
C 1.558 -5.583 -3.703
H 5.453 -3.432 -1.931
H 3.935 -4.088 -1.312
H 4.551 -4.628 -2.876
H 5.075 -2.767 -5.020
H 3.714 -1.751 -5.535
H 3.484 -3.495 -5.349
H 5.360 -0.652 -3.227
H 4.709 -0.757 -1.582
H 3.813 0.119 -2.818
H -1.939 -1.329 -5.449
H -1.780 -0.146 -4.139
H -2.038 -1.841 -3.756
H 0.174 -3.391 -5.972
H 1.695 -2.552 -6.257
H 0.185 -1.886 -6.917
H 0.872 0.971 -3.959
H 0.661 0.747 -5.712
H 2.171 0.250 -4.915
H 0.492 -4.709 0.026
H 2.123 -5.098 -0.509
H 0.819 -6.276 -0.744
H -1.720 -4.716 -1.810
H -1.337 -5.690 -3.240
H -1.585 -3.944 -3.391
H 2.639 -5.595 -3.529
H 1.396 -5.226 -4.727
H 1.186 -6.612 -3.629
*
```

Largest force on an atom, Eh/bohr: 0.0120
Electronic energy, eV: -177695.3937

=====

2.
This record from the Open Molecules 2025 dataset describes a structure of composition C24H37O2SiTi. The level of theory is ωB97M-V with the def2-TZVPD basis set.

```
! RIJCOSX wB97M-V def2-TZVPD def2/J DEFGRID3
* xyz 0 2
O 0.472 0.796 -2.280
C 1.546 1.297 -3.177
C 0.796 2.603 -3.386
H 1.616 0.677 -4.086
H 2.515 1.287 -2.675
C -0.469 1.879 -2.751
H 0.855 3.048 -4.394
H 1.111 3.402 -2.685
C -1.636 1.296 -3.535
H -1.541 0.247 -3.830
H -1.948 1.926 -4.386
H -2.529 1.216 -2.893
C -1.180 2.626 -1.635
H -0.542 3.304 -1.074
H -1.717 1.948 -0.931
H -1.996 3.246 -2.048
Ti 0.059 -0.277 -0.283
C 0.694 0.954 1.516
C 1.389 -0.323 1.506
C 2.343 -0.282 0.428
H 1.343 -1.101 2.277
C 2.264 1.015 -0.178
C 1.211 1.753 0.443
H 0.961 2.797 0.259
H 0.074 1.324 2.335
H 3.093 -1.049 0.203
H 3.025 1.452 -0.831
C -1.611 -0.811 2.005
C -1.851 0.237 0.929
C -2.124 -0.453 -0.289
H -2.143 1.255 1.151
C -1.505 -1.786 -0.175
C -0.939 -1.859 1.125
H -0.440 -2.730 1.548
H -2.603 -1.186 2.342
H -2.822 -0.174 -1.066
H -1.603 -2.575 -0.922
O -0.124 -1.346 -3.766
C -0.524 -0.923 -5.123
C 0.234 -1.679 -6.220
H -0.375 0.168 -5.197
H -1.591 -1.104 -5.293
C 1.165 -2.618 -5.461
H 0.750 -0.949 -6.855
H -0.587 -2.212 -6.730
C 0.771 -2.477 -3.955
H 2.209 -2.281 -5.534
H 1.070 -3.665 -5.802
H 1.641 -2.314 -3.286
H 0.274 -3.382 -3.561
C -1.173 0.771 7.520
Si -0.114 -0.110 6.242
C 1.574 0.715 6.265
C 0.133 -1.840 6.931
C -0.686 -0.207 4.483
C -1.016 -0.426 3.315
H -0.776 0.526 8.523
H -2.224 0.460 7.500
H -1.140 1.863 7.420
H 1.933 0.833 7.298
H 2.299 0.095 5.720
H 1.548 1.706 5.796
H -0.679 -2.507 6.613
H 1.084 -2.255 6.572
H 0.156 -1.822 8.030
*
```

Largest force on an atom, Eh/bohr: 0.0556
Electronic energy, eV: -60570.2594
Expectation value of S²: 0.771